Formula: C8H11ClN2O3S
Source: the OMol25 dataset
Level of theory: wB97M-V/def2-TZVPD

Summary:
Gap between HOMO and LUMO (eV): 8.3808
ΔE to the lowest compared entry with this formula, charge and spin (kcal per mole): 31.8
Structure (SMILES): CC(=O)N(C)/N=C/C=C\C=C\S(=O)(=O)Cl

ORCA input file:
```
! RIJCOSX wB97M-V def2-TZVPD def2/J DEFGRID3
* xyz 0 1
C -1.41412 -0.00986 3.10024
C -1.50017 0.93629 2.15239
C -0.61100 -1.33533 3.09066
C -0.96578 1.06073 0.81310
C -0.27901 1.16175 -1.88847
C -0.83788 -2.41007 2.29754
C 0.30728 1.40373 -3.22037
C 1.05802 -0.94342 -1.35188
N -0.19684 0.20746 0.25062
N 0.12047 0.15046 -1.04374
O -1.10818 1.89645 -1.49237
O -0.08177 -4.86377 1.64093
O 0.51256 -4.00545 3.83181
S 0.22745 -3.74113 2.47793
Cl 1.89366 -2.97429 1.62450
H -1.97508 0.19870 4.08975
H -2.19220 1.80270 2.45612
H 0.07877 -1.39127 3.87337
H -1.44938 1.81183 0.28523
H -1.61769 -2.49711 1.62632
H 1.44558 1.50841 -3.28793
H -0.24247 2.33155 -3.55839
H 0.05982 0.54240 -3.90767
H 2.06426 -0.86522 -0.90715
H 0.52229 -1.78073 -0.94283
H 1.13985 -0.92085 -2.38326
*
```